a.
13
Properties=species:S:1:pos:R:3:nbo_charge:R:1 method="wB97M-V/def2-TZVPD" smiles="CC1=[N+](C)C1" gap_ev=10.88 charge=+1
C -1.903 0.477 0.262 -0.69
C -0.681 -0.277 0.058 0.49
N 0.642 -0.158 -0.129 -0.20
C 1.833 0.509 -0.038 -0.44
C 0.018 -1.504 -0.090 -0.21
H -1.794 1.504 0.383 0.27
H -2.462 0.051 1.036 0.28
H -2.420 0.311 -0.749 0.30
H 1.907 1.370 -0.654 0.26
H 2.544 -0.308 -0.429 0.25
H 2.019 0.720 1.063 0.26
H 0.322 -1.987 0.767 0.21
H 0.143 -2.101 -0.968 0.23

***

b.
13
Properties=species:S:1:pos:R:3:nbo_charge:R:1 method="wB97M-V/def2-TZVPD" smiles=CCC#[N+]C gap_ev=12.33 charge=+1
C 2.170 -0.564 0.087 -0.60
C 1.189 0.641 -0.025 -0.57
C -0.241 0.410 0.032 0.68
N -1.396 0.140 0.115 -0.21
C -2.743 -0.046 0.086 -0.48
H 2.046 -1.297 0.923 0.25
H 3.261 -0.297 -0.046 0.27
H 2.017 -1.058 -0.884 0.22
H 1.537 1.320 0.732 0.30
H 1.559 1.065 -0.906 0.30
H -3.357 0.819 0.551 0.29
H -3.036 -0.117 -1.086 0.28
H -3.007 -1.017 0.421 0.27

***

Stability verdict: b, ahead by 99.9 kJ/mol

***

a.
13
Properties=species:S:1:pos:R:3:nbo_charge:R:1 method="wB97M-V/def2-TZVPD" gap_ev=9.91 charge=+1
C 1.098 0.165 2.203 -0.11
C 0.262 0.228 1.371 -0.14
C -0.322 -1.479 -0.790 -0.47
C -0.622 0.365 0.234 -0.14
N -0.025 1.228 -0.742 -0.68
H 1.709 -0.101 3.058 0.27
H -0.444 -2.236 -0.063 0.23
H -1.018 -1.421 -1.571 0.20
H 0.627 -1.479 -1.223 0.19
H -1.735 0.485 0.380 0.28
H 0.038 2.102 -0.292 0.44
H -0.587 1.260 -1.608 0.46
H 1.019 0.883 -0.957 0.47

***

b.
13
Properties=species:S:1:pos:R:3:nbo_charge:R:1 method="wB97M-V/def2-TZVPD" smiles="C=[NH+]/C=C/C" gap_ev=8.79 charge=+1
C 0.921 0.519 2.342 0.10
N 0.799 0.621 1.068 -0.41
C 0.024 -0.303 0.272 -0.11
C -0.148 0.020 -1.008 -0.05
C -1.236 -0.495 -1.868 -0.67
H 1.365 1.286 2.962 0.24
H 0.749 -0.467 2.768 0.22
H 1.507 1.162 0.571 0.45
H -0.076 -1.242 0.801 0.24
H 0.547 0.753 -1.409 0.22
H -1.947 0.302 -2.086 0.27
H -1.694 -1.431 -1.562 0.25
H -0.810 -0.724 -2.852 0.25

***

Stability verdict: b, ahead by 221.2 kJ/mol

***

a.
13
Properties=species:S:1:pos:R:3:nbo_charge:R:1 method="wB97M-V/def2-TZVPD" gap_ev=11.20 charge=+1
C -2.228 0.199 0.454 -0.89
H -3.281 0.287 0.721 0.26
H -1.532 0.313 1.291 0.21
H -2.238 -0.807 0.019 0.21
H -1.997 1.027 -0.212 0.22
N 0.368 -0.161 -0.814 -0.75
C 1.307 0.163 0.064 0.42
N 2.578 -0.158 -0.142 -0.68
H 0.472 0.099 -1.784 0.44
H -0.507 -0.529 -0.448 0.46
H 1.049 0.296 1.113 0.22
H 3.159 -0.008 0.667 0.44
H 2.849 -0.721 -0.929 0.44

***

b.
13
Properties=species:S:1:pos:R:3:nbo_charge:R:1 method="wB97M-V/def2-TZVPD" gap_ev=10.08 charge=+1
N 1.688 1.673 -0.828 -1.11
H 2.096 1.576 0.064 0.36
H 2.508 1.283 -1.373 0.39
H 1.662 2.748 -0.972 0.40
H -0.043 0.625 -0.062 0.49
C -0.529 -1.453 -0.649 -0.41
C -1.147 -0.310 1.444 0.09
N -0.516 -0.293 0.281 -0.41
H -1.054 -0.992 -1.558 0.26
H 0.523 -1.419 -0.997 0.25
H -0.931 -2.189 -0.031 0.23
H -1.203 0.525 2.068 0.22
H -1.702 -1.233 1.919 0.24

***

Stability verdict: a, ahead by 84.2 kJ/mol

***

a.
20
Properties=species:S:1:pos:R:3:nbo_charge:R:1 method="wB97M-V/def2-TZVPD" smiles="CC(C)=CCNC#CC#N" gap_ev=9.75
C -2.739 -0.887 -0.008 -0.65
C -1.274 -0.403 0.228 0.10
C -1.111 1.098 0.375 -0.66
C -0.272 -1.257 0.486 -0.28
C 1.190 -1.083 0.845 -0.25
N 2.273 -0.886 -0.162 -0.60
C 2.313 0.253 -0.760 0.32
C 2.319 1.430 -1.116 -0.26
C 2.549 2.715 -1.497 0.22
N 2.989 3.692 -1.957 -0.28
H -3.256 0.093 0.009 0.21
H -3.088 -1.511 0.757 0.22
H -3.012 -1.302 -1.004 0.23
H -1.636 1.614 -0.411 0.22
H -0.096 1.232 0.208 0.22
H -1.482 1.373 1.378 0.23
H -0.580 -2.297 0.484 0.19
H 1.551 -1.980 1.328 0.21
H 1.267 -0.224 1.500 0.21
H 2.094 -1.671 -0.684 0.39

***

b.
20
Properties=species:S:1:pos:R:3:nbo_charge:R:1 method="wB97M-V/def2-TZVPD" smiles=c1cc[nH]c1.c1cc[nH]c1 gap_ev=8.50
C -0.674 1.871 0.200 -0.29
C -1.499 1.227 -0.739 -0.30
C -2.165 0.166 -0.133 -0.08
N -1.739 0.122 1.185 -0.53
C -0.796 1.136 1.382 -0.07
H -0.018 2.725 0.033 0.23
H -1.620 1.498 -1.788 0.22
H -2.927 -0.520 -0.504 0.22
H -2.164 -0.529 1.850 0.42
H -0.240 1.224 2.315 0.21
C 1.042 -0.444 0.639 -0.28
C 0.372 -1.398 -0.105 -0.31
C 1.104 -1.682 -1.234 -0.07
N 2.213 -0.986 -1.125 -0.50
C 2.269 -0.264 0.063 -0.12
H 0.738 0.073 1.550 0.22
H -0.647 -1.683 0.160 0.22
H 0.868 -2.261 -2.128 0.21
H 2.820 -0.723 -1.906 0.41
H 3.063 0.448 0.287 0.21

***

c.
20
Properties=species:S:1:pos:R:3:nbo_charge:R:1 method="wB97M-V/def2-TZVPD" gap_ev=8.91
C 1.749 -1.126 0.813 -0.57
C 1.173 -0.730 -0.372 -0.36
C 1.613 0.790 -0.610 -0.39
C 0.374 1.754 -0.193 -0.48
C -0.753 0.810 0.095 0.17
C -2.912 0.388 0.257 0.01
C -2.713 -0.990 -0.347 -0.05
C -0.446 -0.678 -0.141 0.20
H 0.801 -0.621 1.817 0.22
H 3.066 -0.528 1.255 0.19
H 2.046 -2.388 0.705 0.24
H 1.253 -1.473 -1.297 0.23
H 1.852 0.677 -1.706 0.23
H 2.399 0.938 0.169 0.22
H 0.904 2.069 0.734 0.24
H 0.249 2.488 -1.023 0.24
H -3.822 0.706 0.206 0.17
H -3.374 -1.901 -0.610 0.24
N -1.984 1.371 0.491 -0.36
N -1.475 -1.554 -0.245 -0.41

***

Stability verdict: b, ahead by 190.2 kJ/mol

***

a.
77
Properties=species:S:1:pos:R:3:mulliken_charge:R:1 method="wB97M-V/def2-TZVPD" gap_ev=8.13 charge=-1
C -2.039 -3.055 1.897 -0.60
C -0.588 -2.302 2.029 -0.34
I 1.066 -3.592 1.274 -0.01
C -0.537 -0.774 1.439 -0.83
I 1.216 0.179 2.440 -0.10
B -0.469 -0.654 -0.198 0.42
C -0.282 0.885 -0.773 -0.85
C 0.851 0.832 -2.000 -0.01
C 2.381 0.612 -1.437 -0.29
S 3.206 -0.640 -2.622 -0.29
C -1.818 -1.259 -0.977 -0.09
C -1.564 -2.754 -1.639 0.16
O -2.483 -3.729 -1.393 -0.58
I 0.112 -3.314 -2.934 0.00
H -2.273 -3.552 2.955 0.09
H -1.895 -3.947 1.143 0.24
H -2.945 -2.355 1.658 0.20
H -0.370 -2.211 3.199 0.48
H -1.544 -0.234 1.779 0.31
H 0.450 -1.279 -0.648 -0.23
H -1.273 1.325 -1.272 0.20
H 0.044 1.671 0.030 0.16
H 0.570 -0.134 -2.641 0.01
H 0.769 1.820 -2.664 0.16
H 2.439 0.109 -0.377 0.07
H 2.978 1.636 -1.509 0.36
H 2.707 -1.886 -2.129 0.07
H -2.168 -0.568 -1.878 0.27
H -2.717 -1.242 -0.203 0.07
C -1.851 -0.730 5.430 -0.85
O -2.558 -1.961 5.338 -0.20
C -2.201 -2.892 6.369 -0.89
C -3.369 -3.087 7.347 -0.23
N -3.584 -1.888 8.166 -0.33
C -4.838 -1.911 8.926 -0.66
C -6.153 -1.931 8.121 -0.48
O -6.403 -0.732 7.386 -0.44
C -5.784 -0.682 6.109 -0.51
H -2.060 -0.152 4.524 0.18
H -2.189 -0.151 6.291 0.38
H -0.772 -0.900 5.490 0.39
H -1.281 -2.603 6.889 0.40
H -2.008 -3.848 5.868 0.39
H -3.152 -3.935 8.005 0.41
H -4.258 -3.327 6.758 0.17
H -3.597 -1.073 7.561 0.08
H -4.840 -1.008 9.548 0.36
H -4.822 -2.764 9.614 0.39
H -6.972 -2.009 8.846 0.34
H -6.243 -2.812 7.476 0.35
H -5.701 -1.669 5.645 0.28
H -4.806 -0.208 6.182 0.15
H -6.396 -0.050 5.459 0.33
C 4.977 5.623 -7.549 -0.71
O 5.672 4.384 -7.620 -0.34
C 6.218 3.973 -6.360 -0.78
C 5.475 2.739 -5.828 -0.26
N 4.113 3.079 -5.403 -0.25
C 3.269 1.909 -5.137 -0.17
C 2.960 0.973 -6.324 -0.60
O 2.141 1.567 -7.332 -0.43
C 2.852 2.328 -8.297 -0.52
H 4.740 5.938 -8.570 0.23
H 4.041 5.513 -7.000 0.30
H 5.598 6.396 -7.086 0.34
H 6.228 4.788 -5.626 0.40
H 7.260 3.692 -6.551 0.39
H 6.023 2.327 -4.973 0.38
H 5.465 1.990 -6.624 0.19
H 3.667 3.629 -6.132 0.09
H 2.315 2.294 -4.756 0.25
H 3.717 1.325 -4.324 0.03
H 2.378 0.133 -5.927 0.36
H 3.862 0.530 -6.760 0.33
H 3.854 1.934 -8.487 0.26
H 2.901 3.373 -7.991 0.15
H 2.289 2.298 -9.235 0.30

***

b.
77
Properties=species:S:1:pos:R:3:mulliken_charge:R:1 method="wB97M-V/def2-TZVPD" gap_ev=8.10 charge=-1
C 4.009 0.667 -0.459 -0.74
C 2.989 0.392 0.749 -0.35
I 2.630 2.226 1.932 0.00
C 1.640 -0.374 0.340 -0.92
I 0.879 -1.255 2.229 -0.09
B 0.510 0.538 -0.425 0.44
C -0.922 -0.239 -0.715 -1.00
C -2.137 0.786 -0.353 -0.03
C -2.317 0.987 1.232 -0.33
S -2.639 2.828 1.519 -0.29
C 1.017 1.125 -1.906 -0.16
C 1.449 2.669 -1.871 0.17
O 2.548 3.004 -2.393 -0.56
I 0.265 4.286 -1.026 -0.02
H 5.057 0.353 -0.096 0.11
H 4.055 1.795 -0.615 0.27
H 3.807 0.070 -1.403 0.23
H 3.543 -0.304 1.482 0.56
H 1.942 -1.215 -0.392 0.37
H 0.223 1.517 0.217 -0.26
H -1.073 -0.515 -1.829 0.23
H -1.063 -1.211 -0.133 0.20
H -1.816 1.802 -0.792 0.04
H -3.116 0.422 -0.844 0.22
H -1.381 0.756 1.836 0.07
H -3.244 0.411 1.585 0.39
H -1.339 3.353 1.473 0.07
H 0.190 1.058 -2.705 0.31
H 1.862 0.445 -2.286 0.11
C 4.686 -3.131 1.165 -0.86
O 5.730 -2.319 0.647 -0.20
C 6.813 -2.143 1.561 -0.89
C 8.061 -2.869 1.060 -0.23
N 7.901 -4.322 1.148 -0.32
C 8.943 -5.073 0.446 -0.67
C 9.034 -4.903 -1.078 -0.49
O 7.920 -5.432 -1.788 -0.44
C 6.814 -4.549 -1.897 -0.51
H 3.842 -3.075 0.474 0.18
H 5.002 -4.176 1.236 0.37
H 4.356 -2.772 2.143 0.39
H 6.549 -2.449 2.578 0.40
H 7.027 -1.069 1.586 0.39
H 8.922 -2.567 1.665 0.41
H 8.236 -2.550 0.027 0.17
H 7.006 -4.579 0.749 0.08
H 8.755 -6.131 0.654 0.37
H 9.914 -4.834 0.893 0.39
H 9.900 -5.484 -1.414 0.34
H 9.235 -3.869 -1.379 0.35
H 7.119 -3.501 -1.948 0.28
H 6.118 -4.705 -1.072 0.15
H 6.277 -4.794 -2.816 0.33
C -10.514 1.428 -0.060 -0.71
O -10.079 2.574 0.654 -0.34
C -9.256 2.258 1.780 -0.78
C -7.816 2.708 1.538 -0.25
N -7.165 1.880 0.524 -0.25
C -5.881 2.416 0.058 -0.19
C -5.902 3.768 -0.669 -0.60
O -6.556 3.738 -1.935 -0.43
C -7.962 3.908 -1.878 -0.52
H -11.258 1.750 -0.791 0.23
H -9.685 0.962 -0.597 0.30
H -10.982 0.701 0.611 0.34
H -9.309 1.197 2.044 0.40
H -9.657 2.828 2.625 0.39
H -7.253 2.633 2.474 0.38
H -7.844 3.759 1.236 0.18
H -7.780 1.796 -0.277 0.09
H -5.467 1.672 -0.630 0.26
H -5.193 2.474 0.907 0.04
H -4.861 4.031 -0.881 0.36
H -6.293 4.579 -0.045 0.33
H -8.272 4.555 -1.054 0.26
H -8.461 2.939 -1.813 0.15
H -8.284 4.368 -2.815 0.30

***

Stability verdict: b, ahead by 229.5 kJ/mol

***

a.
9
Properties=species:S:1:pos:R:3:nbo_charge:R:1 method="wB97M-V/def2-TZVPD" smiles="NCOP=O" gap_ev=10.23
N -1.255 -0.083 -1.209 -0.81
C -0.406 -0.591 -0.132 0.09
O 0.675 0.237 0.459 -0.90
P 1.762 0.252 1.744 1.54
O 2.286 1.567 1.595 -1.01
H -0.496 0.247 -1.819 0.38
H -1.894 0.571 -0.732 0.37
H -0.961 -0.915 0.701 0.17
H 0.287 -1.285 -0.606 0.17

***

b.
9
Properties=species:S:1:pos:R:3:nbo_charge:R:1 method="wB97M-V/def2-TZVPD" smiles="N=C=O.OP" gap_ev=9.70
N -1.619 -0.948 1.541 -0.76
C -1.547 0.041 0.862 0.87
O -1.621 1.009 0.219 -0.53
H -1.261 -1.314 2.353 0.43
O 0.748 1.095 -1.557 -0.98
P 1.988 0.148 -1.155 0.69
H 0.206 1.145 -0.786 0.50
H 1.557 -0.090 0.131 -0.11
H 1.550 -1.085 -1.607 -0.10

***

Stability verdict: a, ahead by 34.2 kJ/mol

***

a.
20
Properties=species:S:1:pos:R:3:nbo_charge:R:1 method="wB97M-V/def2-TZVPD" smiles="O=C=NC1CCCCC1" gap_ev=10.76
O -0.857 -2.670 2.162 -0.56
C -0.746 -1.645 1.591 0.85
N -0.710 -0.725 0.875 -0.55
C -0.508 0.661 0.489 -0.02
C -1.159 0.937 -0.853 -0.43
C -0.073 1.338 -1.895 -0.41
C 1.038 0.319 -1.872 -0.41
C 1.761 0.312 -0.527 -0.42
C 0.925 0.968 0.552 -0.41
H -1.049 1.181 1.359 0.21
H -1.974 1.638 -0.742 0.22
H -1.506 -0.071 -0.998 0.23
H -0.472 1.325 -2.938 0.22
H 0.204 2.404 -1.767 0.20
H 1.822 0.643 -2.643 0.22
H 0.493 -0.682 -2.086 0.21
H 2.790 0.638 -0.546 0.22
H 1.913 -0.771 -0.158 0.21
H 1.184 0.730 1.637 0.22
H 0.999 2.061 0.536 0.21

***

b.
20
Properties=species:S:1:pos:R:3:nbo_charge:R:1 method="wB97M-V/def2-TZVPD" gap_ev=9.79
C -1.702 0.406 -0.283 0.09
C -0.805 0.389 0.954 -0.26
C 0.160 1.421 0.503 -0.25
C 1.811 0.014 -0.511 -0.25
C 1.407 -1.119 0.400 -0.45
C -0.101 -0.915 0.407 -0.22
C -0.452 -0.197 -0.961 -0.10
H -3.184 -0.624 -0.944 0.46
H -2.113 1.457 -0.454 0.18
H -1.111 0.345 1.958 0.22
H 1.030 1.550 1.193 0.20
H -0.168 2.498 0.145 0.21
H 2.111 -0.327 -1.446 0.20
H 2.643 0.650 -0.146 0.20
H 2.021 -1.162 1.397 0.22
H 1.547 -2.201 -0.039 0.21
H -0.661 -1.801 0.605 0.23
H -0.313 -0.735 -1.941 0.22
N 0.669 0.889 -0.726 -0.41
O -2.791 -0.537 -0.110 -0.71

***

c.
20
Properties=species:S:1:pos:R:3:nbo_charge:R:1 method="wB97M-V/def2-TZVPD" gap_ev=9.97
C 2.900 1.008 -0.336 -0.03
C 2.569 -0.389 0.152 0.53
C 1.354 0.323 0.802 -0.18
C -1.159 0.857 0.782 -0.60
C -0.425 -1.453 0.474 -0.63
C -0.082 0.165 -1.428 -0.63
C -0.074 -0.071 0.092 -0.03
N 1.890 1.558 0.145 -0.31
O 2.972 -1.515 0.118 -0.49
H 3.639 1.385 -1.020 0.20
H 1.116 0.432 1.934 0.23
H -2.074 0.530 0.357 0.21
H -1.006 1.929 0.536 0.22
H -1.105 0.645 1.842 0.20
H 0.391 -2.048 0.881 0.23
H -1.291 -1.438 1.185 0.21
H -0.761 -1.965 -0.387 0.22
H -1.087 0.252 -1.929 0.22
H 0.397 -0.679 -1.944 0.21
H 0.415 1.024 -1.682 0.22

***

Stability verdict: a, ahead by 155.6 kJ/mol

***

a.
20
Properties=species:S:1:pos:R:3:nbo_charge:R:1 method="wB97M-V/def2-TZVPD" smiles="CC1=COCC1.CC#N" gap_ev=8.97
C -1.767 0.217 1.790 -0.64
C -0.937 0.747 0.716 -0.09
C 0.370 0.594 0.420 0.12
O 0.717 1.138 -0.814 -0.51
C -0.412 1.880 -1.288 -0.06
C -1.582 1.571 -0.372 -0.47
H -2.288 -0.784 1.687 0.22
H -2.660 0.810 1.955 0.22
H -1.160 0.071 2.754 0.22
H 1.164 0.065 0.846 0.19
H -0.469 1.516 -2.406 0.19
H -0.216 3.032 -1.371 0.18
H -2.145 2.426 0.046 0.22
H -2.188 0.957 -0.998 0.21
C 1.808 -2.366 -0.396 -0.73
C 3.153 -2.345 -0.776 0.27
N 4.284 -2.362 -0.864 -0.32
H 1.800 -1.835 0.575 0.25
H 1.416 -3.489 -0.372 0.26
H 1.112 -1.841 -1.131 0.27

***

b.
20
Properties=species:S:1:pos:R:3:nbo_charge:R:1 method="wB97M-V/def2-TZVPD" gap_ev="7.38 / 7.45"
C -1.628 0.891 -1.180 0.70
C 1.570 0.322 2.481 -0.40
C 0.267 0.333 2.283 -0.40
C -1.934 -0.586 -1.010 -0.50
C -0.468 -0.577 -1.112 0.14
C 0.450 -1.706 -1.222 -0.65
C 0.791 1.533 -0.767 -0.39
N -0.265 0.742 -0.808 -0.29
O -2.105 1.750 -1.834 -0.51
H 2.363 -0.320 1.877 0.20
H 2.196 0.843 3.342 0.21
H -0.266 -0.196 1.483 0.19
H -2.193 -0.798 -0.036 0.20
H -2.624 -1.089 -1.708 0.22
H 0.463 -2.247 -0.231 0.22
H 1.405 -1.333 -1.447 0.23
H 0.061 -2.366 -1.944 0.23
H -0.464 0.890 2.845 0.20
H 1.767 1.309 -0.336 0.21
H 0.616 2.607 -0.674 0.20

***

c.
20
Properties=species:S:1:pos:R:3:nbo_charge:R:1 method="wB97M-V/def2-TZVPD" gap_ev=9.72
H -0.721 2.151 -0.467 0.35
N -1.019 1.240 -0.897 -0.58
C -2.152 0.749 -0.516 0.27
C -3.450 0.583 0.212 -0.51
C -2.713 -0.511 -0.449 -0.06
C -2.520 -1.796 -0.687 -0.34
H -3.360 0.327 1.218 0.23
H -4.386 0.590 -0.225 0.25
H -3.058 -2.600 -0.243 0.19
H -1.894 -2.073 -1.484 0.20
C 2.792 1.231 -0.277 -0.73
C 2.073 0.403 0.742 0.59
C 2.484 -1.068 0.904 -0.72
O 1.147 0.850 1.355 -0.54
H 2.752 2.307 -0.111 0.24
H 2.467 0.982 -1.371 0.25
H 3.839 0.982 -0.369 0.22
H 2.579 -1.511 -0.174 0.22
H 1.661 -1.661 1.413 0.24
H 3.480 -1.175 1.425 0.24

***

Stability verdict: a, ahead by 195.3 kJ/mol